# 1
C12H26N2O | ωB97M-V with the def2-TZVPD basis set

Atoms and positions in Å:
C: -0.5444 3.1120 0.5065
C: -1.6962 2.1157 0.3036
C: -1.6989 1.1337 -0.9329
C: -2.9691 0.1529 -0.9033
C: -2.8779 -1.0514 0.1220
C: -2.2718 -2.3120 -0.6202
C: -0.6296 -2.2019 -0.6724
C: -0.2459 -2.1405 0.7980
C: 0.2724 -0.8419 1.2945
C: 1.7455 -0.4951 1.1095
C: 2.1933 -0.3019 -0.3040
N: 3.5490 0.1922 -0.3872
C: 3.9516 1.6943 -0.6110
N: 4.5910 -0.6666 -0.4164
O: 4.3334 -1.8192 -0.2347
H: 0.5160 2.8132 0.3822
H: -0.5664 3.9429 -0.2433
H: -0.4577 3.5843 1.4482
H: -1.8217 1.5795 1.2734
H: -2.6181 2.7783 0.2366
H: -1.7614 1.6940 -1.9121
H: -0.8158 0.4691 -1.1183
H: -3.7877 0.7284 -0.5810
H: -3.2609 -0.1970 -1.9507
H: -3.9187 -1.2539 0.5505
H: -2.4202 -0.6638 0.9594
H: -2.7961 -2.6933 -1.4570
H: -2.3754 -3.2278 0.1121
H: -0.1547 -3.1022 -1.2415
H: -0.3022 -1.2943 -1.2541
H: -1.1694 -2.3950 1.5720
H: 0.5420 -2.9599 1.1342
H: 0.0388 -0.5314 2.3775
H: -0.3743 -0.0354 0.8366
H: 2.1307 -1.4136 1.5651
H: 1.8326 0.4427 1.6727
H: 1.6014 0.3459 -0.9977
H: 2.2841 -1.2776 -0.7106
H: 3.6432 2.1430 0.3521
H: 3.3356 2.1504 -1.3982
H: 4.9740 1.8030 -0.6598

## Properties
**Energy relative to the best compared isomer or geometry (same formula, charge and spin)**: 0.728 eV
**Energy**: -17888.463 eV
**SMILES**: CCCCCCCCCCCN(C)N=O
**E_HOMO**: -8.864 eV

---

# 2
C12H26N2O3PRuS4 | ωB97M-V with the def2-TZVPD basis set

Atoms and positions in Å:
Ru: -0.1742 -1.4687 0.9370
C: -3.5599 -4.1172 1.8971
C: -2.3839 -3.4666 1.3941
S: -1.1813 -2.7039 2.4347
C: -1.9745 -3.6268 0.0082
C: -2.9466 -4.3726 -0.9101
S: -0.3934 -3.1651 -0.4807
H: -3.7640 -5.1227 1.4764
H: -4.4323 -3.5204 1.6565
H: -3.4775 -4.1759 3.0253
H: -2.9256 -5.4288 -0.6340
H: -2.7136 -4.3028 -1.9358
H: -3.9726 -4.0073 -0.7739
C: 4.9815 -2.2585 -0.6595
N: 4.0377 -2.7435 0.2825
C: 3.1218 -1.9497 1.0063
N: 3.3511 -0.6037 1.1951
O: 2.0279 -2.4627 1.4259
H: 5.6198 -3.0828 -0.9960
H: 5.6169 -1.5259 -0.1367
H: 4.5277 -1.7915 -1.4977
H: 3.7317 -3.7292 0.1650
H: 4.2446 -0.1457 0.9798
H: 2.6659 -0.0584 1.6546
C: 1.2332 4.9627 0.1627
C: 1.8405 3.8170 -0.6113
C: 1.4325 3.6886 -2.0508
O: 1.6508 2.5450 0.0332
P: 0.4189 1.4821 0.0978
S: 0.4287 0.6284 1.8614
S: 0.3237 -0.1035 -1.1277
O: -0.7367 2.5761 -0.2026
C: -2.1745 2.4463 -0.1012
C: -2.6527 1.3160 0.7947
C: -2.7142 2.4040 -1.4889
H: 1.8489 5.8098 -0.0522
H: 1.2768 4.7731 1.2385
H: 0.2105 5.0800 -0.1414
H: 2.9215 3.9236 -0.5471
H: 0.3949 3.3178 -2.0688
H: 1.9776 2.9296 -2.5656
H: 1.5801 4.6233 -2.6338
H: -2.4450 3.3908 0.3607
H: -2.3814 0.3248 0.3562
H: -3.7185 1.3636 0.9746
H: -2.0867 1.3863 1.7895
H: -2.6919 1.3902 -1.9211
H: -2.1924 3.1017 -2.1705
H: -3.7716 2.6532 -1.5008

## Properties
**Energy relative to the best compared isomer or geometry (same formula, charge and spin)**: 0.627 eV
**Energy**: -77196.487 eV
**E_HOMO (alpha / beta)**: -10.914 / -11.926 eV
**2S+1**: 5
**Net charge**: +1

---

# 3
C12H26N2O4 | ωB97M-V with the def2-TZVPD basis set

Atoms and positions in Å:
C: 0.0216 2.0958 5.3064
C: -1.2943 1.7925 4.5527
C: -1.1745 1.5711 3.0909
C: -1.0810 2.9457 2.3111
C: -2.3946 0.7485 2.6375
N: -2.2551 0.3086 1.2575
C: -3.6564 1.5926 2.8784
O: -4.3371 2.0568 1.9976
O: -3.9202 1.8643 4.1842
H: 0.7117 1.3654 5.2342
H: 0.4573 3.0245 5.0304
H: -0.2511 2.1846 6.3539
H: -1.9410 2.6179 4.7769
H: -1.6537 0.8242 5.0092
H: -0.2436 0.9717 2.9468
H: -0.6541 2.7577 1.4361
H: -0.5124 3.6356 2.7887
H: -1.9277 3.2867 2.1784
H: -2.5058 -0.1078 3.3425
H: -2.7559 0.9027 0.7189
H: -2.6094 -0.5312 1.1064
H: -3.3079 1.5520 4.6982
C: 1.7814 -2.5903 -5.1414
C: 2.3270 -1.3723 -4.3253
C: 2.6740 -0.1589 -5.2456
C: 1.5489 -0.9216 -3.1103
C: 0.9539 -2.2081 -2.3670
N: 0.0682 -1.8047 -1.2595
C: 2.0199 -3.1284 -1.6783
O: 2.6537 -3.9654 -2.2839
O: 2.2939 -2.6610 -0.4260
H: 0.8000 -2.5322 -5.2451
H: 2.0255 -3.4830 -4.7566
H: 2.1913 -2.4948 -6.0478
H: 3.3927 -1.7158 -3.9246
H: 3.4901 -0.5076 -5.5590
H: 2.7110 0.6936 -4.6692
H: 2.1020 -0.0151 -6.0093
H: 0.7602 -0.1672 -3.3523
H: 2.1754 -0.4625 -2.3995
H: 0.4568 -2.8635 -3.0475
H: -0.7267 -1.9721 -1.4636
H: 0.0647 -0.9693 -1.2567
H: 1.5213 -2.1600 -0.2683

## Properties
**Energy relative to the best compared isomer or geometry (same formula, charge and spin)**: 6.772 eV
**Energy**: -24030.277 eV
**SMILES**: CC[C@H](C)[C@H](N)C(=O)O.CC(C)C[C@H](N)C(=O)O
**E_HOMO**: -9.854 eV

---

# 4
C12H26N6O3 | ωB97M-V with the def2-TZVPD basis set

Atoms and positions in Å:
H: -4.2072 3.6365 -0.2853
N: -3.1671 3.6205 -0.3002
C: -2.6095 2.4975 -0.0987
N: -3.2419 1.2116 0.1351
N: -1.2108 2.3010 -0.1384
C: -0.2671 3.3494 -0.5104
C: 1.0450 2.7567 -0.9965
C: 1.9640 2.3279 0.1694
C: 2.9300 1.2035 -0.2320
N: 2.3516 0.0288 -0.8756
C: 1.2007 -0.5965 -0.4290
O: 0.4982 -0.2759 0.4519
C: 0.9832 -1.9862 -1.2175
N: 2.2446 -2.6826 -1.3712
C: -0.1025 -2.8365 -0.5410
C: -1.5090 -2.2481 -0.7619
C: -2.5064 -2.6859 0.3052
C: -2.2474 -2.2373 1.7305
N: -1.8208 -0.8108 1.7237
C: 3.7799 0.8237 0.9208
O: 4.2412 1.6042 1.7344
O: 4.0236 -0.4781 1.0302
H: -4.2138 1.3651 0.3849
H: -2.6319 0.5792 0.6993
H: -0.8359 1.3667 0.1325
H: -0.1640 4.0140 0.3592
H: -0.8554 3.9359 -1.2360
H: 0.8261 1.8420 -1.5823
H: 1.6162 3.3931 -1.7106
H: 1.2611 1.9393 0.9192
H: 2.5918 3.1337 0.6271
H: 3.6255 1.6848 -0.9328
H: 2.8490 -0.4372 -1.6293
H: 0.6605 -1.7297 -2.2192
H: 2.7292 -2.7194 -0.4704
H: 2.1204 -3.6245 -1.6723
H: -0.0641 -3.8989 -0.9022
H: 0.1484 -2.8283 0.5144
H: -1.8915 -2.4155 -1.7804
H: -1.2914 -1.1310 -0.7023
H: -2.5981 -3.7638 0.3047
H: -3.4852 -2.2886 0.0310
H: -3.1296 -2.2722 2.3239
H: -1.5512 -2.9440 2.2214
H: -0.7729 -0.6329 1.3962
H: -1.9794 -0.4643 2.6569
H: 4.6639 -0.6269 1.8235

## Properties
**Energy relative to the best compared isomer or geometry (same formula, charge and spin)**: 1.013 eV
**Energy**: -27949.525 eV
**SMILES**: [H]/N=C(\N)NCCC[C@H](NC(=O)[C@@H](N)CCCCN)C(=O)O
**E_HOMO**: -8.191 eV

---

# 5
C12H26N6O5 | ωB97M-V with the def2-TZVPD basis set

Atoms and positions in Å:
C: -1.7428 -3.7588 -2.4319
C: -1.3761 -3.0257 -1.0623
C: 0.1683 -3.1163 -0.6837
C: 1.0414 -1.8962 -1.2782
C: 1.5351 -0.9537 -0.0998
C: 2.3224 0.3589 -0.6309
N: 2.1330 1.4920 0.3562
N: 3.2035 1.7836 1.1828
C: 0.9582 2.1134 0.3495
N: -0.0604 1.7339 -0.5975
C: -1.1156 2.6069 -0.2258
O: -2.3208 2.5049 -0.9097
C: -3.2437 1.8565 0.0558
C: -2.7081 0.4453 0.5757
N: -0.7146 3.4456 0.8380
N: 0.5610 3.1708 1.2168
C: 1.2335 3.8675 2.3370
C: 0.1093 4.1502 3.4604
O: -0.6087 2.9476 3.8151
H: -2.8598 -4.0238 -2.4186
H: -1.5999 -3.0250 -3.2818
H: -1.1895 -4.7357 -2.5696
H: -1.9838 -3.5488 -0.2411
H: -1.7577 -1.9587 -1.1068
H: 0.2217 -3.0872 0.4639
H: 0.5936 -4.1275 -0.9803
H: 0.4961 -1.3390 -2.1040
H: 1.9634 -2.3832 -1.7462
H: 0.5953 -0.5912 0.4483
H: 2.1726 -1.4733 0.6843
H: 2.0319 0.6461 -1.6846
H: 3.4265 0.0613 -0.6008
H: 4.1017 1.6851 0.6872
H: 3.2662 1.1275 1.9768
H: -4.2636 1.7529 -0.4460
H: -3.3195 2.5393 0.9607
H: -2.0672 -0.0070 -0.2534
H: -2.0108 0.5924 1.4690
H: -3.5416 -0.2633 0.8914
H: -1.4010 4.1195 1.1769
H: 1.9959 3.2022 2.8419
H: 1.6409 4.8751 2.0241
H: -0.6076 4.9623 3.1086
H: 0.5854 4.5408 4.4243
H: -0.8519 2.9699 4.7634
N: 1.2478 -5.5610 -3.6912
O: 0.4514 -6.1708 -2.9448
O: 1.6315 -4.4097 -3.3835
O: 1.6572 -6.0959 -4.7359

## Properties
**Energy relative to the best compared isomer or geometry (same formula, charge and spin)**: 9.518 eV
**Energy**: -32033.519 eV
**E_HOMO**: -6.068 eV

---

# 6
C12H26N6O6Ti | ωB97M-V with the def2-TZVPD basis set

Atoms and positions in Å:
O: 0.0181 1.8909 -3.2774
H: 0.5140 2.3374 -3.9917
Ti: 0.2949 0.0457 -0.1873
N: -1.5541 0.1197 -1.0779
N: -0.5739 1.7278 0.6868
N: 0.6007 -1.9163 -0.3767
N: 1.5569 -0.2471 1.3440
O: -2.1144 -0.8670 -1.6688
O: -0.1330 -2.8268 -1.1020
O: 1.6926 0.5685 2.4473
O: -0.1303 2.3155 1.7569
C: -1.6067 2.2428 -0.0318
C: -2.1354 1.3614 -1.0178
C: 1.6030 -2.3914 0.3920
C: 2.0769 -1.4987 1.4090
C: -3.1414 1.7260 -2.0470
H: -2.6412 1.8450 -3.0213
H: -3.6350 2.6731 -1.7813
H: -3.8976 0.9342 -2.1398
C: -2.0363 3.6360 0.2345
H: -1.2381 4.3427 -0.0253
H: -2.2812 3.7559 1.2946
H: -2.9124 3.8881 -0.3630
C: 1.9970 -3.8106 0.2530
C: 2.9375 -1.9405 2.5321
H: 1.8160 -4.1612 -0.7673
H: 1.4267 -4.4491 0.9441
H: 3.0618 -3.9281 0.4836
H: 2.8412 -1.2540 3.3770
H: 3.9934 -1.9715 2.2257
H: 2.6599 -2.9588 2.8436
H: -0.8942 -2.2810 -1.4672
H: 1.0200 1.3323 2.2682
C: 1.4417 1.2189 -1.3456
H: 0.6680 1.8389 -2.4395
H: 2.1630 0.6141 -1.9119
H: 1.9716 2.0444 -0.8619
O: 0.3962 -0.6893 -2.9761
H: 0.2842 0.2436 -3.3358
H: 0.6375 -1.2471 -3.7410
C: -2.6034 -1.2170 4.5924
N: -1.2707 -1.0104 4.0386
C: -0.1156 -1.0362 4.9408
C: -1.1244 -0.8374 2.7617
N: -1.1058 -0.7291 1.5916
H: -2.5017 -1.3935 5.6668
H: -3.0959 -2.0814 4.1278
H: -3.2402 -0.3370 4.4311
H: 0.6150 -1.7996 4.6257
H: 0.3886 -0.0569 4.9614
H: -0.4952 -1.2728 5.9376

## Properties
**Energy relative to the best compared isomer or geometry (same formula, charge and spin)**: 0.000 eV
**Energy**: -57197.752 eV
**E_HOMO (alpha / beta)**: -5.799 / -6.585 eV
**2S+1**: 3

---

# 7
C12H26N6O6V | ωB97M-V with the def2-TZVPD basis set

Atoms and positions in Å:
O: 3.5215 -2.2444 -0.2198
H: 4.0712 -2.8114 -0.7769
V: -0.3148 -0.6162 -0.4121
N: 0.3399 -0.8998 -2.3968
N: 1.3451 0.6317 -0.6168
N: -1.9174 -1.7350 0.0695
N: -0.6348 -0.0543 1.3953
O: -0.3803 -1.7258 -3.0439
O: -2.5533 -2.8014 -0.6259
O: 0.3246 0.5370 2.1903
O: 1.7387 1.4468 0.3378
C: 2.0052 0.6010 -1.7913
C: 1.4982 -0.3417 -2.7481
C: -2.3355 -1.6155 1.3319
C: -1.6431 -0.6271 2.0883
C: 2.0818 -0.5292 -4.0732
H: 2.9267 -1.2113 -4.0403
H: 2.4355 0.4213 -4.4444
H: 1.3595 -0.9401 -4.7620
C: 3.0203 1.6175 -1.9975
H: 3.9111 1.4552 -1.4106
H: 2.6266 2.5944 -1.7476
H: 3.3273 1.6220 -3.0190
C: -3.3376 -2.5389 1.9167
C: -1.7532 -0.3938 3.5439
H: -3.3026 -3.4937 1.3934
H: -4.3318 -2.0926 1.8043
H: -3.0846 -2.6639 2.9716
H: -1.2412 0.4949 3.8880
H: -1.3118 -1.2197 4.1080
H: -2.7786 -0.3524 3.9071
H: -2.2284 -2.6957 -1.5474
H: 1.0148 0.9508 1.5199
C: 4.3458 -1.5223 1.1900
H: 5.3504 -1.6710 0.7960
H: 4.0564 -2.3758 1.8112
H: 4.0658 -0.6157 1.7107
O: 0.7698 -2.0176 -0.1987
H: 2.5511 -2.3764 -0.1695
H: 0.4695 -2.8292 0.2842
C: -2.8000 3.7566 -0.8501
N: -2.1948 2.8850 0.1240
C: -2.2587 3.2229 1.5250
C: -1.6842 1.8223 -0.3477
N: -1.3360 0.9913 -1.1193
H: -3.2940 4.5596 -0.3417
H: -3.5098 3.1936 -1.4456
H: -2.0394 4.1497 -1.5156
H: -2.7685 2.4934 2.1520
H: -1.2969 3.4259 1.9899
H: -2.8258 4.1392 1.6130

## Properties
**Energy relative to the best compared isomer or geometry (same formula, charge and spin)**: 0.000 eV
**Energy**: -59764.620 eV
**E_HOMO (alpha / beta)**: -8.890 / -8.910 eV
**2S+1**: 3
**Net charge**: +1

---

# 8
C12H27B2N7NaO3 | ωB97M-V with the def2-TZVPD basis set

Atoms and positions in Å:
C: 5.0245 1.5511 -0.3811
C: 3.6459 0.7080 -0.7907
C: 3.5406 -0.6687 0.0997
C: 2.3544 1.6808 -0.4166
C: 2.1674 1.9131 1.1948
C: 0.9518 1.1678 -1.1779
O: -0.1367 1.5945 -0.3085
C: -1.4681 1.1865 -0.7347
C: -1.7415 1.3293 -2.3790
N: -1.5194 1.3636 -3.6745
B: -2.4986 2.3453 -0.0838
N: -3.6729 2.9202 -0.9136
O: -2.3347 2.9320 1.2652
C: -1.9475 -0.3122 -0.1591
C: -3.6146 -0.2683 -0.3492
N: -4.9170 -0.3437 -0.4963
C: -1.4284 -1.5208 -1.0959
C: -0.8190 -2.8609 -0.4135
N: -0.4790 -3.7871 -1.6081
N: -1.7875 -3.6921 0.4138
N: 0.5546 -2.6759 0.2658
B: -1.7386 -0.4392 1.4579
N: -2.7598 -1.3325 2.2053
O: -0.6781 0.1486 2.2909
H: 5.0355 2.6443 -0.8253
H: 5.1638 1.6538 0.7776
H: 5.9533 0.9362 -0.8061
H: 3.6321 0.5212 -1.9612
H: 4.3257 -0.5740 0.9751
H: 3.7605 -1.5915 -0.6134
H: 2.4492 -0.8350 0.5321
H: 2.6173 2.7401 -0.8929
H: 1.7302 0.9394 1.6746
H: 1.5524 2.8922 1.4447
H: 3.2340 2.0745 1.7063
H: 0.9983 1.7247 -2.2334
H: 1.0962 0.0119 -1.2988
H: -4.4110 3.3141 -0.2906
H: -3.3253 3.6051 -1.6192
H: -3.0177 2.5907 1.9143
H: -2.3463 -1.8858 -1.7698
H: -0.6222 -1.1680 -1.9043
H: 0.1943 -4.5281 -1.3146
H: -0.1165 -3.2271 -2.4106
H: -2.7600 -3.3209 0.3064
H: -1.5100 -3.6723 1.4238
H: 0.9688 -3.6166 0.5096
H: 1.1330 -2.2295 -0.5054
H: -3.3902 -0.6707 2.7105
H: -2.2454 -1.8758 2.9380
H: -1.1807 0.6939 2.9943
Na: -3.6170 -0.0862 4.3273

## Properties
**Energy**: -35211.127 eV
**E_HOMO**: -11.108 eV
**Net charge**: +1